Entry 1:
A structure of composition C14H36F6NO10S2Y in a non-equilibrium geometry, computed with wB97M-V/def2-TZVPD.

Relative energy (zero: lowest compared OMol25 entry of this formula, charge and spin) ... 62.5 kcal per mole
Largest force on an atom ... 5.75 eV/Å
Kohn-Sham gap ... 0.3975 hartree
Calculated total energy ... -2795.559003 Eh
Charge ... +2

Structure (XYZ):
```
70
Properties=species:S:1:pos:R:3:forces:R:3
Y 0.04933 -0.07713 0.00593 -1.2 1.4 0.4
C -2.05454 -2.35961 -3.47545 0.2 -0.3 -0.9
F -1.04934 -3.16041 -3.83781 -0.5 0.2 1.0
F -2.78995 -2.14602 -4.54091 0.0 0.4 0.4
F -2.81017 -2.89347 -2.50837 1.0 0.4 -0.4
S -1.35432 -0.63628 -2.87227 -1.0 0.3 4.0
O -1.35638 0.32380 -3.88939 0.4 0.2 -1.6
O -2.14429 -0.25790 -1.70204 0.1 -0.9 0.2
N 0.18103 -0.83939 -2.03454 -1.9 -1.6 -5.2
S 1.20585 -1.01925 -3.33365 3.7 1.4 -1.9
O 0.76114 -1.30316 -4.70503 -0.2 -0.2 3.4
O 2.08582 0.15962 -3.27626 -0.6 -1.7 0.6
C 2.17587 -2.61748 -2.74154 1.1 -0.8 -1.1
F 2.12496 -2.77627 -1.38352 -1.2 -0.2 -0.9
F 1.73216 -3.66994 -3.48510 -0.3 1.2 1.9
F 3.47856 -2.57654 -2.97524 -0.2 1.0 -0.4
C -2.56972 2.96219 -1.91050 -1.7 0.1 1.5
C -1.38368 3.03485 -0.97122 -1.0 0.9 -0.5
O -0.50278 1.99853 -1.36144 1.7 -0.5 0.7
H -3.18566 3.84375 -1.73282 0.0 0.3 -0.4
H -3.21461 2.16302 -1.54507 0.0 -0.3 -0.2
H -2.44026 2.77961 -2.97728 0.7 0.3 0.2
H -1.59201 2.93121 0.09365 -0.5 -0.3 -0.2
H -0.93875 4.02860 -1.02206 0.6 -0.2 -0.4
H -0.00255 2.40918 -2.07048 0.5 -0.6 -0.4
C 4.78557 0.35731 -0.33992 -1.4 0.4 0.3
C 3.43711 0.38966 0.39361 0.2 -0.6 -0.6
O 2.32031 0.44795 -0.55483 -0.3 0.0 1.2
H 5.46816 0.59086 0.47717 0.8 -0.5 -0.6
H 4.83188 1.13819 -1.09897 0.0 0.5 0.3
H 4.89146 -0.54582 -0.94095 0.5 -0.3 0.7
H 3.40379 1.21157 1.10877 -0.2 0.2 -0.3
H 3.24799 -0.52889 0.94914 0.3 0.0 0.1
H 2.66236 0.78840 -1.38471 -0.2 -0.1 -0.8
C 2.52523 -2.75164 2.82373 0.9 0.6 -0.9
C 1.33525 -2.50440 1.86562 1.5 -3.7 0.3
O 0.85926 -1.20962 1.94439 -0.8 1.7 0.4
H 2.40023 -2.45509 3.86513 -0.6 0.3 0.0
H 3.37934 -2.20067 2.43001 0.1 0.2 0.2
H 2.91831 -3.76543 2.90015 -0.6 -0.3 -0.4
H 0.60270 -3.27582 2.10309 -0.6 0.4 0.1
H 1.56708 -2.70894 0.82039 0.5 0.1 0.1
H 0.80926 -1.06350 2.89189 -0.2 0.8 0.3
C 0.89291 4.56773 1.21519 0.4 0.1 -1.2
C 1.45823 3.13227 0.91705 0.5 2.7 0.8
O 0.61157 2.01800 1.32562 0.6 0.1 -0.5
H 1.68519 5.27232 0.96230 0.6 -0.2 -0.2
H 0.72334 4.87955 2.24578 -0.5 -0.8 0.1
H 0.12858 4.92885 0.52707 -0.5 -0.4 0.4
H 2.39204 3.22730 1.47119 0.0 -1.1 0.6
H 1.85496 3.07696 -0.09668 -1.0 -0.5 -0.2
H 0.56407 2.10988 2.28004 -0.2 -0.1 0.3
C -2.91794 1.95695 2.66373 -0.1 0.5 1.4
C -2.50058 0.51116 2.46545 0.5 1.5 0.5
O -2.09455 0.42897 1.07907 0.0 -1.0 0.2
H -2.09792 2.64773 2.46757 0.2 -0.2 -0.3
H -3.15136 2.15426 3.71001 -0.1 -0.2 0.2
H -3.79535 2.32749 2.13367 0.0 -0.5 -0.4
H -3.27489 -0.22082 2.69513 0.0 0.0 -0.2
H -1.63055 0.29623 3.08590 0.0 -0.1 0.0
H -2.98499 0.38103 0.72351 0.2 -0.1 -1.6
C -3.36885 -2.95043 1.00166 -0.4 0.5 -1.3
C -1.85561 -2.83431 1.16517 -1.1 -1.2 1.5
O -1.06553 -2.34452 0.10250 0.4 1.4 -0.3
H -3.76100 -3.35423 0.06824 0.5 -0.6 -0.1
H -3.80076 -1.95092 0.95123 -0.1 0.2 0.4
H -3.82772 -3.50642 1.81922 0.2 0.1 0.1
H -1.43171 -3.77628 1.51317 -0.1 -0.2 -0.2
H -1.80182 -2.17110 2.02851 0.8 0.3 -0.2
H -0.80075 -3.02328 -0.52262 -0.2 -0.3 0.0
```
Forces are in eV/Å.

=====

Entry 2:
A cluster of 5 separate species, C14H36N2O10 in total in a non-equilibrium geometry, computed with wB97M-V/def2-TZVPD.

Relative energy (zero: lowest compared OMol25 entry of this formula, charge and spin) ... 182.4 kcal per mole
Largest force on an atom ... 2.61 eV/Å
Kohn-Sham gap ... 0.3449 hartree
SMILES string ... C[N+](=O)[O-].C[N+](=O)[O-].COCCOC.COCCOC.COCCOC
Calculated total energy ... -1416.513306 Eh

Structure (XYZ):
```
62
Properties=species:S:1:pos:R:3:forces:R:3
C -2.75613 1.26238 -1.06871 0.0 0.4 0.4
N -3.62870 1.73271 -2.20627 0.2 -1.0 0.4
O -4.79249 1.91126 -1.87342 0.9 0.3 -1.1
O -3.14213 1.75267 -3.33220 -0.8 0.4 0.9
H -3.19298 1.71742 -0.17979 0.2 -0.2 0.0
H -1.70739 1.54143 -1.17061 -0.2 0.1 -0.4
H -2.82920 0.17564 -1.02680 -0.2 0.1 -0.1
C 1.72700 1.93681 -0.48797 -0.5 -0.4 0.4
N 1.34576 1.60861 0.92642 -0.6 -0.9 2.2
O 1.03548 2.46311 1.74936 0.6 0.5 -1.6
O 1.27028 0.42843 1.24606 0.4 -0.1 -1.0
H 1.81011 0.99644 -1.03283 -0.1 0.0 0.3
H 2.68481 2.45621 -0.51862 -0.4 0.3 0.1
H 0.84640 2.49082 -0.81312 0.6 0.4 -0.4
C -0.78654 -1.48197 -3.84772 0.4 -0.4 -0.6
O 0.26162 -1.92432 -2.95984 -0.9 1.4 -0.5
C -0.24004 -2.18290 -1.68217 1.3 -1.6 0.7
C 0.87274 -2.54309 -0.64289 0.6 1.0 0.6
O 2.12009 -2.05728 -1.02354 2.1 0.6 -1.4
C 3.27182 -2.10464 -0.13853 -1.9 -0.4 0.3
H -1.71573 -1.06033 -3.46440 0.3 0.2 1.1
H -1.16717 -2.32085 -4.43038 0.3 -0.2 -0.3
H -0.38515 -0.70947 -4.50365 0.2 -0.3 -0.1
H -0.74885 -3.14362 -1.76093 -1.1 0.3 0.3
H -0.81970 -1.36377 -1.25658 -0.3 0.0 -0.3
H 0.90943 -3.61044 -0.42489 -0.1 -0.2 -0.1
H 0.66842 -1.97374 0.26386 -0.7 -0.4 0.5
H 3.83897 -3.03344 -0.19971 -0.1 -0.1 -0.4
H 2.88208 -2.06810 0.87876 0.2 0.3 0.3
H 3.93121 -1.25636 -0.32213 -0.3 0.0 -0.2
C -0.10316 -1.61204 3.33009 0.8 -0.1 -1.3
O -0.99607 -2.29750 4.13393 -0.6 -0.3 0.8
C -0.34736 -3.32197 4.85845 -0.8 -0.7 0.8
C -1.29221 -3.77936 5.97430 0.0 0.8 0.3
O -0.94463 -5.06093 6.43187 -0.4 -0.1 -0.3
C -1.86407 -5.58315 7.39784 1.2 0.5 -0.4
H 0.22422 -2.30734 2.55712 0.7 -0.1 -0.1
H 0.74639 -1.22860 3.89519 0.2 0.0 0.0
H -0.50292 -0.79186 2.73377 -0.7 0.1 0.6
H 0.58628 -2.98703 5.31036 0.1 0.3 0.0
H -0.09984 -4.23302 4.31364 0.0 0.1 -0.8
H -2.34409 -3.70980 5.69715 -0.1 -0.3 -0.6
H -1.21898 -3.03047 6.76291 0.2 0.0 0.6
H -1.39710 -6.52767 7.67700 -0.5 0.0 0.3
H -2.87552 -5.71008 7.01192 0.0 -0.1 -0.2
H -1.88397 -4.87684 8.22781 -0.2 -0.2 0.4
C 1.10633 1.81764 -3.63608 1.0 1.4 -0.1
O 1.18423 3.30309 -3.39912 -2.1 -1.4 0.2
C -0.18096 3.90199 -3.22390 0.7 -0.5 -1.9
C -0.16321 5.41034 -3.52386 1.5 -0.1 1.4
O 0.50380 6.14157 -2.45400 0.6 -0.8 -1.0
C 1.92732 5.95587 -2.35180 0.2 2.0 0.7
H 2.09718 1.46505 -3.34972 -0.2 -0.1 0.5
H 1.06224 1.48961 -4.67461 -0.4 0.8 -0.5
H 0.29596 1.27243 -3.15220 0.0 0.4 0.6
H -0.65412 3.59917 -2.28982 0.3 0.2 0.3
H -0.76280 3.45967 -4.03255 -0.4 -0.1 0.0
H -1.10800 5.93850 -3.65236 -0.4 -0.7 0.4
H 0.31934 5.52296 -4.49472 0.6 0.1 0.0
H 2.50817 6.25462 -3.22442 -0.4 -1.0 -0.8
H 2.32840 5.10003 -1.80889 -0.6 -0.6 -0.6
H 2.28513 6.78551 -1.74207 -0.5 0.2 0.6
```
Forces are in eV/Å.

=====

Entry 3:
A structure of composition C14H36N8O18S in a non-equilibrium geometry, computed with wB97M-V/def2-TZVPD.

Largest force on an atom ... 5.60 eV/Å
2S+1 ... 2
Kohn-Sham gap (spin up / spin down) ... 0.1339 / 0.2705 hartree
<S²> ... 0.7539
Calculated total energy ... -2744.937613 Eh
Charge ... -1

Structure (XYZ):
```
77
Properties=species:S:1:pos:R:3:forces:R:3
C -4.68491 3.31165 -3.27595 0.3 -0.1 1.4
N -4.87295 2.32210 -2.12250 1.5 -1.0 -0.8
O -5.94341 2.26467 -1.61570 -1.9 0.7 0.4
O -3.95181 1.60328 -1.77595 0.8 0.7 -0.5
H -3.78799 3.10096 -3.85840 -0.5 -0.6 -0.1
H -4.43151 4.21816 -2.72630 -0.4 0.3 -0.2
H -5.66245 3.35035 -3.75660 0.5 0.2 -0.2
C 4.21111 0.36016 0.77570 0.3 -0.1 -0.3
N 4.24298 1.02388 -0.58637 0.3 0.0 -1.3
O 3.69916 0.34883 -1.49024 1.3 2.0 1.6
O 4.84681 2.11805 -0.73095 -1.7 -2.7 0.3
H 3.53534 0.90365 1.43603 0.1 0.0 -0.2
H 5.22734 0.32317 1.16816 0.0 0.4 -0.1
H 3.89964 -0.67047 0.60578 -0.3 0.3 0.0
C -1.51785 -1.65025 4.26125 -0.7 -0.9 -2.7
N -1.65423 -2.22425 2.85519 0.8 2.6 4.9
O -2.76510 -1.98953 2.31512 -2.0 -0.1 -2.2
O -0.65058 -2.85778 2.48788 1.6 -2.3 -2.2
H -0.50068 -1.94078 4.52406 -0.4 0.3 0.7
H -2.36956 -2.13997 4.73331 0.3 0.2 1.0
H -1.71304 -0.58462 4.14114 0.2 0.2 0.5
C 0.01820 3.70788 2.85994 0.5 -0.5 -0.2
N 1.34904 3.52727 2.18165 0.3 -0.2 2.4
O 2.05012 2.62649 2.63699 -0.3 0.6 -1.1
O 1.66203 4.37393 1.38584 0.4 -0.2 -0.8
H -0.15741 4.78303 2.89643 -0.4 -0.3 -0.3
H 0.09594 3.29038 3.86381 0.0 0.0 -0.2
H -0.62424 3.07369 2.24907 -0.5 0.5 0.2
C 2.39810 -3.27376 3.99304 -0.8 2.2 -0.2
N 3.21708 -4.44720 3.95290 0.3 -2.3 0.9
O 3.24424 -5.16624 4.97060 0.1 1.2 -1.3
O 3.74769 -4.75158 2.90284 0.1 0.2 0.1
H 1.47654 -3.42973 3.43224 -0.5 -0.5 0.3
H 2.80010 -2.44439 3.41108 0.7 -0.3 0.0
H 2.24487 -2.92052 5.01277 -0.1 -0.5 -0.1
C -4.91067 -2.83355 0.44221 -0.1 1.1 0.5
N -5.46444 -1.79510 -0.49138 -0.1 -0.4 -2.9
O -5.14644 -0.62417 -0.34082 -0.4 -1.1 0.4
O -6.09148 -2.19267 -1.51168 0.8 0.6 2.2
H -3.86471 -2.99658 0.18243 -0.1 0.0 -0.2
H -5.51461 -3.74091 0.43550 0.1 0.4 -0.1
H -4.85292 -2.28597 1.38291 0.0 -0.6 0.2
C -1.92898 0.83632 0.69819 0.7 -0.7 0.0
C -1.60069 -0.09394 -0.49680 -1.5 -0.1 0.2
O -0.57134 -0.99339 -0.11780 1.7 0.7 1.3
S 0.40847 -0.13890 0.89225 1.1 1.1 0.1
O 1.17137 0.86145 0.07062 -2.1 -2.6 2.1
O 1.13437 -0.94184 1.88052 -1.6 1.9 -2.5
O -0.85515 0.62422 1.61947 2.4 -0.2 -0.1
H -2.75734 0.56519 1.35273 -0.5 0.1 -0.9
H -1.90895 1.83723 0.26706 -0.3 0.3 0.6
H -1.29778 0.52461 -1.34164 0.0 -0.4 -0.1
H -2.48850 -0.70181 -0.67113 0.2 0.0 -0.4
C 1.66641 4.43272 -2.05486 -0.2 -0.7 -1.8
O 2.53744 4.96226 -2.69310 2.0 2.1 0.9
N 0.88009 3.63232 -2.78736 -2.4 0.8 -0.4
C 0.02117 2.67617 -2.18004 0.2 -2.2 -0.3
C 0.95653 3.50919 -4.25765 1.0 -0.7 0.8
H 1.42889 4.49966 -0.98188 0.3 0.0 -0.1
H 0.62390 1.77971 -2.32562 -0.3 -0.8 0.9
H -0.89383 2.39323 -2.70044 -0.3 0.9 -0.5
H -0.25944 2.78908 -1.13284 0.6 0.4 0.0
H 1.74177 4.07967 -4.75368 -0.4 0.7 0.6
H 1.33988 2.50484 -4.43769 -0.5 -0.5 -0.2
H -0.02776 3.63875 -4.70763 0.1 0.1 0.0
C 3.68753 -3.10029 -2.49115 -0.9 0.0 -4.3
O 3.83506 -3.00654 -3.76891 0.0 -0.2 4.2
N 2.49485 -2.95978 -1.87397 0.2 0.5 -2.1
C 2.36489 -3.36973 -0.53035 -1.1 0.6 0.7
C 1.22770 -2.73687 -2.65994 1.9 -0.1 0.2
H 4.48530 -3.41111 -1.79894 0.1 0.3 -0.2
H 1.69556 -2.65954 -0.04484 -0.2 -0.2 0.3
H 3.30309 -3.27811 0.01689 0.0 -0.7 -0.1
H 1.86448 -4.33660 -0.58384 0.3 -0.3 1.0
H 0.71940 -3.67476 -2.88373 -0.1 -0.2 0.4
H 0.59270 -2.04334 -2.10868 0.1 -0.1 -0.2
H 1.57556 -2.37161 -3.62621 -0.2 0.4 0.1
```
Forces are in eV/Å.